Computed, not measured: 3 unconnected molecules or ions with the total composition C6H5F5N2OS, with ωB97M-V/def2-TZVPD.

Output
SMILES string: FC(F)C(F)(F)F.c1cscn1.N=C=O
LUMO energy, eV: 0.3915
Frontier orbital gap, eV: 10.13
Energy, Eh: -1313.8572

Last column: natural (NBO) charge in e.
Cartesian coordinates (Å):
C: -1.12907 2.79852 -0.30873  -0.056
C: -1.72976 -2.09576 1.69280  0.866
C: -2.06365 1.81846 -0.51245  -0.452
C: -0.04875 1.54889 -1.76916  -0.205
C: 2.44111 -0.26454 -0.30503  0.490
C: 1.75614 -1.42520 0.49510  0.911
N: 0.08344 2.59632 -0.96071  -0.418
N: -2.92194 -1.84975 1.69995  -0.807
O: -0.61214 -2.17221 1.47502  -0.490
F: 3.01498 -0.65019 -1.43507  -0.319
F: 3.39839 0.26968 0.45925  -0.311
F: 0.94419 -2.12205 -0.22096  -0.292
F: 1.19528 -1.05915 1.60714  -0.288
F: 2.76911 -2.25002 0.86896  -0.341
S: -1.49479 0.64491 -1.64627  0.437
H: -1.20650 3.61989 0.42283  0.223
H: -2.94579 1.69100 0.06943  0.246
H: 0.65992 1.06552 -2.50496  0.234
H: 1.51741 0.44365 -0.65015  0.149
H: -3.62759 -2.60797 1.52302  0.422

Computed, not measured: a molecular structure, C6H5I3O, with ωB97M-V/def2-TZVPD.

Output
Energy relative to the best compared isomer or geometry (same formula, charge and spin), kcal/mol: 1.42
LUMO energy, eV: -0.2889
Frontier orbital gap, eV: 8.24
Energy, Eh: -1199.8261

Last column: natural (NBO) charge in e.
Cartesian coordinates (Å):
C: 1.70937 -0.43680 1.23510  -0.594
C: 0.65240 0.54919 1.10913  -0.247
C: 1.72093 -1.44755 2.01705  0.748
C: -1.38979 0.78698 -2.43515  -0.404
C: -0.69221 -0.03157 -1.67874  -0.369
C: -0.65889 0.27891 1.20210  -0.434
O: 1.94964 -2.31783 2.74987  -0.427
I: 1.10824 -0.70442 -2.31005  0.132
I: -2.05525 1.84516 1.20903  0.210
I: -1.47446 -1.58874 1.78657  0.222
H: 2.51845 -0.17309 0.56559  0.288
H: 1.14795 1.39655 0.75127  0.242
H: -2.35584 1.20734 -2.02634  0.212
H: -1.27527 0.93796 -3.49561  0.211
H: -0.90528 -0.30209 -0.67982  0.210